No. 1
Here is a gas-phase ion, C4H11N2S (charge +1) at a distorted geometry from the OMol25 dataset. Energies are from wB97M-V/def2-TZVPD.

Structure (ORCA input):
```
! wB97M-V def2-TZVPD RIJCOSX def2/J DEFGRID3
* xyz 1 1
C 0.27720 -0.79718 -0.13679
C -0.78407 -1.10894 -1.17654
C -0.49805 1.42967 0.49131
C 0.76195 0.08462 2.08346
N 0.41949 0.37561 -2.88724
N -0.21422 0.09474 0.95753
S -1.03428 0.27745 -2.36997
H 0.63923 -1.72653 0.31210
H 1.11479 -0.30032 -0.63733
H -0.44610 -1.95724 -1.76985
H -1.75337 -1.33659 -0.73629
H -1.33725 1.93691 0.92254
H 0.35428 2.00253 0.18040
H 0.43458 0.78041 2.85621
H 0.84839 -0.91521 2.50892
H 1.73683 0.40819 1.71462
H 0.57396 1.05198 -3.62348
H -1.09337 -0.30011 1.31039
*
```

HOMO energy (alpha / beta)	-11.796 / -13.683	eV
frontier orbital gap (alpha / beta)	0.25308 / 0.35761	hartree
energy above the lowest of the compared OMol25 structures with the same formula, charge and spin	3.728	eV

Results of the Mulliken charge analysis, in e, for atoms 1 through 5: number 1, C, carries -0.80; number 2, C, carries -0.56; number 3, C, carries -0.62; number 4, C, carries -0.87; number 5, N, carries -0.48

***

No. 2
Here is 2 unconnected molecules or ions with the total composition C4H11N2Si at a distorted geometry from the OMol25 dataset. Energies are from wB97M-V/def2-TZVPD.

Structure (ORCA input):
```
! wB97M-V def2-TZVPD RIJCOSX def2/J DEFGRID3
* xyz 1 1
C 1.96431 1.01918 1.29935
C 0.27554 1.74913 -1.22905
C -0.38036 -2.34803 -0.56915
C -1.22005 -0.00849 0.95121
N -3.28554 -0.31054 -0.19568
N -2.30164 -0.15396 0.30456
Si 0.28517 0.90380 0.41261
H 2.17589 0.28708 2.12986
H 2.64047 0.72480 0.45936
H 2.15626 2.10026 1.52116
H 0.58423 1.18843 -2.03068
H -0.76093 1.98689 -1.53005
H 0.83154 2.64643 -0.97010
H -0.05140 -3.36559 -0.86567
H -1.49623 -2.47581 -0.54931
H -0.13528 -1.65789 -1.41163
H -1.37493 -0.33356 1.90106
H 0.09294 -1.95214 0.37216
*
```

HOMO energy	-13.916	eV
frontier orbital gap	0.31718	hartree
energy above the lowest of the compared OMol25 structures with the same formula, charge and spin	0.663	eV

Results of the Mulliken charge analysis, in e, for atoms 1 through 5: number 1, C, carries -0.92; number 2, C, carries -1.01; number 3, C, carries -0.85; number 4, C, carries -0.40; number 5, N, carries -0.55

***

No. 3
Here is a single C4H11N3 molecule at a distorted geometry from the OMol25 dataset. Energies are from wB97M-V/def2-TZVPD.

Structure (ORCA input):
```
! wB97M-V def2-TZVPD RIJCOSX def2/J DEFGRID3
* xyz 0 1
N -1.45607 2.74644 0.29453
C -0.92718 1.59880 -0.25292
N 0.31127 1.43080 -0.37221
C 0.84552 0.27373 -1.05142
C 1.38854 -0.77868 -0.07164
C 0.41355 -1.94435 0.11188
N -0.81998 -1.44260 0.73459
H -2.14993 2.78354 1.02151
H -0.73556 3.42422 0.51970
H -1.66793 0.79551 -0.38522
H 1.62377 0.61574 -1.72901
H 0.07349 -0.17340 -1.68600
H 2.31574 -1.13122 -0.52146
H 1.68100 -0.38330 0.89487
H 0.13271 -2.21843 -0.90452
H 0.87447 -2.75959 0.67697
H -1.27547 -2.13481 1.31290
H -0.62795 -0.70239 1.40745
*
```

HOMO energy	-8.895	eV
SMILES	N/C=N/CCCN
frontier orbital gap	0.37044	hartree
energy above the lowest of the compared OMol25 structures with the same formula, charge and spin	1.501	eV

Results of the Mulliken charge analysis, in e, for atoms 1 through 5: number 1, N, carries -0.47; number 2, C, carries -0.07; number 3, N, carries -0.60; number 4, C, carries -0.50; number 5, C, carries -0.70

***

No. 4
Here is 2 unconnected molecules or ions with the total composition C4H11N3 at a distorted geometry from the OMol25 dataset. Energies are from wB97M-V/def2-TZVPD.

Structure (ORCA input):
```
! wB97M-V def2-TZVPD RIJCOSX def2/J DEFGRID3
* xyz 0 1
C -1.75204 -1.40839 0.64627
C -1.22565 -0.44166 -0.53187
C -0.50780 0.76439 0.24389
N 0.59323 0.39698 1.02419
C 1.61927 0.07980 0.14098
N 2.15059 1.23626 -0.44394
N 2.21079 -1.04837 -0.06634
H -2.78368 -1.19900 0.89722
H -1.72430 -2.42439 0.31018
H -1.07242 -1.26305 1.50119
H -0.47589 -1.03419 -1.07964
H -1.99665 -0.03032 -1.22911
H -1.26656 1.35982 0.83383
H -0.14715 1.46409 -0.69775
H -0.42414 1.99812 -1.42578
H 1.73875 2.09653 -0.15564
H 3.13049 1.18517 -0.62643
H 1.93315 -1.73179 0.65875
*
```

HOMO energy	-8.685	eV
frontier orbital gap	0.27089	hartree
energy above the lowest of the compared OMol25 structures with the same formula, charge and spin	5.764	eV

Results of the Mulliken charge analysis, in e, for atoms 1 through 5: number 1, C, carries -1.09; number 2, C, carries -0.40; number 3, C, carries -0.18; number 4, N, carries -0.44; number 5, C, carries 0.55

***

No. 5
Here is a single C4H11N3 molecule at a distorted geometry from the OMol25 dataset. Energies are from wB97M-V/def2-TZVPD.

Structure (ORCA input):
```
! wB97M-V def2-TZVPD RIJCOSX def2/J DEFGRID3
* xyz 0 1
H 1.65387 1.50437 2.89031
N 0.99372 0.95142 2.32174
C 1.28295 1.23025 1.08507
N 0.45166 1.00810 0.01334
C -1.04839 0.64723 -0.08771
C -1.25359 -0.08447 -1.46882
C -0.29010 -1.31946 -1.45016
N -0.24967 -2.13759 -0.18119
H 2.34780 1.44709 0.74015
H 0.76262 1.12527 -0.88954
H -1.17556 -0.02581 0.81443
H -1.78114 1.41471 -0.09334
H -0.78947 0.67347 -2.20963
H -2.31726 -0.33151 -1.53457
H 0.84302 -1.13458 -1.68115
H -0.44479 -2.04955 -2.13693
H -0.16315 -1.43985 0.60345
H 0.54884 -2.77841 -0.05067
*
```

HOMO energy	-8.803	eV
SMILES	[H]/N=C/NCCCN
frontier orbital gap	0.35595	hartree
energy above the lowest of the compared OMol25 structures with the same formula, charge and spin	2.908	eV

Results of the Mulliken charge analysis, in e, for atoms 1 through 5: number 1, H, carries 0.23; number 2, N, carries -0.65; number 3, C, carries 0.03; number 4, N, carries -0.10; number 5, C, carries -0.87

***

No. 6
Here is a single C4H11N3 molecule at a distorted geometry from the OMol25 dataset. Energies are from wB97M-V/def2-TZVPD.

Structure (ORCA input):
```
! wB97M-V def2-TZVPD RIJCOSX def2/J DEFGRID3
* xyz 0 1
N -1.79911 -1.59026 -1.51267
C -1.39969 -0.65665 -0.51197
C -0.17405 -0.62125 0.02932
N 0.86879 -1.44405 -0.39563
C 0.08108 0.20976 1.25616
C 0.36671 1.67441 0.86933
N 1.53065 1.88060 0.01224
H -1.11797 -1.76314 -2.24283
H -2.61489 -1.22476 -1.98547
H -2.02478 0.21233 -0.35183
H 1.37687 -1.93878 0.31982
H 0.84858 -1.90714 -1.28467
H -0.71708 0.15604 1.99042
H 0.97020 -0.10942 1.80260
H -0.54054 2.08866 0.40997
H 0.49176 2.27405 1.76771
H 1.49922 1.16360 -0.71112
H 2.35424 1.59601 0.53863
*
```

HOMO energy	-7.376	eV
SMILES	N/C=C(\N)CCN
frontier orbital gap	0.30626	hartree
energy above the lowest of the compared OMol25 structures with the same formula, charge and spin	1.678	eV

Results of the Mulliken charge analysis, in e, for atoms 1 through 5: number 1, N, carries -0.58; number 2, C, carries -0.50; number 3, C, carries 0.65; number 4, N, carries -0.48; number 5, C, carries -0.73

***

No. 7
Here is a single C4H11N3 molecule at a distorted geometry from the OMol25 dataset. Energies are from wB97M-V/def2-TZVPD.

Structure (ORCA input):
```
! wB97M-V def2-TZVPD RIJCOSX def2/J DEFGRID3
* xyz 0 1
H 3.22481 1.19495 -0.07478
N 2.48919 1.65788 -0.59140
C 1.30622 1.54958 -0.10664
N 0.33335 2.50794 -0.33234
N 0.81973 0.31863 0.32813
C -0.34804 -0.15397 1.05549
C -1.36055 -0.83510 0.14732
C -0.85332 -2.08949 -0.57061
H -0.57441 2.08947 -0.48034
H 0.59858 3.12548 -1.08496
H 1.52076 -0.39116 0.20829
H -0.04090 -0.95589 1.73513
H -0.71389 0.58909 1.75591
H -1.87065 -0.16798 -0.55787
H -2.22676 -1.08718 0.77396
H -1.01619 -2.06323 -1.64517
H 0.17544 -2.37311 -0.36136
H -1.46337 -2.91592 -0.19877
*
```

HOMO energy	-8.601	eV
SMILES	[H]/N=C(/N)NCCC
frontier orbital gap	0.34814	hartree
energy above the lowest of the compared OMol25 structures with the same formula, charge and spin	1.411	eV

Results of the Mulliken charge analysis, in e, for atoms 1 through 5: number 1, H, carries 0.22; number 2, N, carries -0.80; number 3, C, carries 0.57; number 4, N, carries -0.51; number 5, N, carries -0.13

***

No. 8
Here is a single C4H11N3 molecule at a distorted geometry from the OMol25 dataset. Energies are from wB97M-V/def2-TZVPD.

Structure (ORCA input):
```
! wB97M-V def2-TZVPD RIJCOSX def2/J DEFGRID3
* xyz 0 1
C 0.95430 -0.46736 -0.05559
C -1.51942 0.55070 -1.72749
C 2.24935 -0.19379 0.61323
N -0.68978 0.87185 -0.58575
C -0.37210 -0.16727 0.47588
N -0.47588 0.51311 1.75303
N -0.80045 -1.48587 0.44508
H -0.81692 1.79724 -0.19236
H 1.01101 -0.86839 -1.06197
H 0.14889 0.11135 2.44570
H -1.39494 0.28834 2.12544
H -0.86375 -1.87998 -0.49154
H -1.37611 -0.49763 -1.99439
H -1.24745 1.17102 -2.58410
H -2.58680 0.69252 -1.52211
H 2.12147 0.38597 1.52528
H 2.93948 0.32443 -0.05469
H 2.71911 -1.14625 0.88635
*
```

HOMO energy (alpha / beta)	-7.792 / -7.400	eV
frontier orbital gap (alpha / beta)	0.31094 / 0.28708	hartree
energy above the lowest of the compared OMol25 structures with the same formula, charge and spin	4.699	eV

Results of the Mulliken charge analysis, in e, for atoms 1 through 5: number 1, C, carries -0.32; number 2, C, carries -0.82; number 3, C, carries -1.28; number 4, N, carries -0.26; number 5, C, carries 1.05

***

No. 9
Here is a single C4H11N3 molecule at a distorted geometry from the OMol25 dataset. Energies are from wB97M-V/def2-TZVPD.

Structure (ORCA input):
```
! wB97M-V def2-TZVPD RIJCOSX def2/J DEFGRID3
* xyz 0 1
N 2.85331 -0.35660 -0.40871
C 1.68317 -0.42667 0.30440
C 0.54011 0.29364 0.26029
N 0.20028 1.00799 -0.92746
C -0.60592 -0.16831 1.17735
C -1.74793 -0.70644 0.20059
N -2.62940 0.30980 -0.40169
H 2.83697 -0.09361 -1.38203
H 3.50328 -1.09902 -0.21358
H 1.71835 -1.12980 1.13318
H -0.46594 1.75749 -0.87483
H 0.97804 1.21877 -1.52771
H -0.18733 -0.75936 1.98523
H -1.03257 0.77694 1.55537
H -1.26048 -1.19640 -0.64523
H -2.30306 -1.44014 0.77388
H -2.43870 1.29553 -0.49721
H -3.55939 0.14756 -0.02542
*
```

HOMO energy	-6.907	eV
SMILES	N/C=C(\N)CCN
frontier orbital gap	0.29300	hartree
energy above the lowest of the compared OMol25 structures with the same formula, charge and spin	2.284	eV

Results of the Mulliken charge analysis, in e, for atoms 1 through 5: number 1, N, carries -0.50; number 2, C, carries -0.23; number 3, C, carries 0.31; number 4, N, carries -0.44; number 5, C, carries -0.82

***

No. 10
Here is a single C4H11N3 molecule at a distorted geometry from the OMol25 dataset. Energies are from wB97M-V/def2-TZVPD.

Structure (ORCA input):
```
! wB97M-V def2-TZVPD RIJCOSX def2/J DEFGRID3
* xyz 0 1
H -2.01714 -2.23768 -0.11330
N -1.28245 -1.70811 0.37767
N -0.44710 -1.28968 -0.46340
C 0.82799 -0.67680 0.22017
C 1.81516 -0.40638 -0.89677
C 0.44457 0.61153 1.02461
N -0.96388 0.97075 0.95692
C -1.40851 1.26152 -0.36807
H 1.19152 -1.42932 0.92411
H 2.22833 -1.33686 -1.27808
H 1.31155 0.10648 -1.71929
H 2.63431 0.22265 -0.55300
H 1.00475 1.45918 0.62410
H 0.69374 0.47374 2.07768
H -1.51677 0.19794 1.33929
H -1.21272 0.25633 -0.97511
H -0.82409 2.07674 -0.78977
H -2.47926 1.44797 -0.38777
*
```

HOMO energy	-8.589	eV
SMILES	[H]/N=N/[C@@H](C)CNC
frontier orbital gap	0.34093	hartree
energy above the lowest of the compared OMol25 structures with the same formula, charge and spin	3.272	eV

Results of the Mulliken charge analysis, in e, for atoms 1 through 5: number 1, H, carries 0.23; number 2, N, carries -0.66; number 3, N, carries -0.11; number 4, C, carries 0.57; number 5, C, carries -1.40

***

No. 11
Here is a gas-phase ion, C4H11N3 (charge +1) at a distorted geometry from the OMol25 dataset. Energies are from wB97M-V/def2-TZVPD.

Structure (ORCA input):
```
! wB97M-V def2-TZVPD RIJCOSX def2/J DEFGRID3
* xyz 1 2
C -1.45920 0.53324 1.00147
C -0.84005 -0.11699 -0.25479
C 0.64608 -0.01223 -0.32572
C 1.25762 0.39742 -1.51943
N 2.34719 -0.09467 -2.11078
N 1.37252 -0.66011 0.63816
N -2.43180 -0.35544 1.64320
H -1.96794 1.47504 0.78307
H -0.77925 0.98127 1.74543
H -1.18662 -1.14974 -0.23469
H -1.24867 0.43061 -1.10074
H 0.82939 1.28813 -1.93434
H 2.57255 -1.02111 -1.76163
H 2.24342 -0.11940 -3.12118
H 2.36617 -0.61097 0.45087
H 1.23791 -0.30038 1.57906
H -1.91866 -0.90015 2.32593
H -3.04067 0.23547 2.19610
*
```

HOMO energy (alpha / beta)	-13.116 / -13.173	eV
<S²>	0.76
frontier orbital gap (alpha / beta)	0.33816 / 0.25680	hartree
energy above the lowest of the compared OMol25 structures with the same formula, charge and spin	0.916	eV

Results of the Mulliken charge analysis, in e, for atoms 1 through 5: number 1, C, carries -0.59; number 2, C, carries -0.51; number 3, C, carries 0.41; number 4, C, carries -0.26; number 5, N, carries -0.45

***

No. 12
Here is a gas-phase ion, C4H11N3 (charge +1) at a distorted geometry from the OMol25 dataset. Energies are from wB97M-V/def2-TZVPD.

Structure (ORCA input):
```
! wB97M-V def2-TZVPD RIJCOSX def2/J DEFGRID3
* xyz 1 2
C 0.52885 1.49213 1.35442
C -0.57843 0.62686 0.75466
C -0.15070 -0.31170 -0.41598
C -0.76674 -0.13486 -1.64632
N -0.75994 -1.21232 -2.59709
N 0.07387 -1.64994 0.03022
N 1.71902 0.77311 2.01968
H 0.68313 2.33370 0.52906
H 0.02824 2.09410 2.09692
H -1.46632 1.25102 0.23594
H -1.16144 -0.13606 1.43754
H -1.40203 0.66338 -1.98468
H -0.54885 -2.12188 -2.23300
H -0.02350 -0.92520 -3.26215
H -0.14968 -2.00006 1.00265
H -0.31969 -2.35114 -0.61889
H 2.38788 1.50044 2.03937
H 1.90632 0.10841 1.25765
*
```

HOMO energy (alpha / beta)	-13.565 / -13.560	eV
<S²>	0.76
frontier orbital gap (alpha / beta)	0.33103 / 0.22430	hartree
energy above the lowest of the compared OMol25 structures with the same formula, charge and spin	2.931	eV

Results of the Mulliken charge analysis, in e, for atoms 1 through 5: number 1, C, carries -0.49; number 2, C, carries -0.72; number 3, C, carries 0.62; number 4, C, carries -0.31; number 5, N, carries -0.49